C68H74BrO4P4Tl as an isolated structure. Source: the OMol25 dataset; level of theory: the ωB97M-V functional and the def2-TZVPD basis.

highest occupied orbital energy: -6.29 eV
E_tot: -191801.888 eV
frontier orbital gap: 6.65 eV
ΔE to the lowest compared entry with this formula, charge and spin: 7.9 kcal per mole
LUMO energy: 0.4 eV
net charge: 0

XYZ file:
```
152
C68H74BrO4P4Tl, DFT the ωB97M-V functional and the def2-TZVPD basis
Tl -0.706 0.076 0.360
C -1.289 -6.363 5.084
C -2.237 -5.191 5.371
C -3.574 -5.777 5.845
C -1.654 -4.323 6.498
C -2.407 -4.304 4.140
C -1.362 -4.086 3.253
C -1.512 -3.140 2.262
Br -0.158 -2.997 0.882
C -2.630 -2.288 2.098
O -2.616 -1.256 1.339
C -3.776 -2.724 2.842
C -3.614 -3.653 3.857
C -5.161 -2.243 2.398
C -6.290 -3.010 3.091
C -5.279 -2.506 0.884
C -5.340 -0.743 2.672
H -1.287 -7.056 5.928
H -0.263 -6.029 4.925
H -1.616 -6.904 4.195
H -3.395 -6.507 6.637
H -4.090 -6.278 5.024
H -4.231 -5.008 6.252
H -1.455 -4.920 7.393
H -2.357 -3.531 6.761
H -0.723 -3.852 6.176
H -0.431 -4.636 3.314
H -4.476 -3.900 4.459
H -6.154 -4.088 2.988
H -7.245 -2.744 2.632
H -6.346 -2.761 4.153
H -5.071 -3.557 0.666
H -4.566 -1.886 0.344
H -6.285 -2.272 0.525
H -5.404 -0.558 3.747
H -6.256 -0.376 2.199
H -4.492 -0.190 2.270
O -0.553 1.523 -2.492
P -1.328 1.759 -3.726
C -2.887 0.778 -3.942
P -3.195 -0.473 -2.619
O -2.684 -0.045 -1.301
C -5.001 -0.605 -2.540
C -5.757 -1.549 -3.223
C -7.124 -1.626 -2.993
C -7.732 -0.747 -2.109
C -6.982 0.216 -1.446
C -5.614 0.277 -1.652
C -2.493 -2.054 -3.133
C -2.412 -3.003 -2.114
C -1.805 -4.224 -2.354
C -1.287 -4.499 -3.613
C -1.382 -3.564 -4.633
C -1.982 -2.336 -4.395
C -1.881 3.487 -3.855
C -3.031 3.909 -4.516
C -3.453 5.226 -4.408
C -2.710 6.138 -3.672
C -1.532 5.738 -3.057
C -1.129 4.415 -3.139
C -0.317 1.379 -5.182
C -0.597 1.847 -6.462
C 0.278 1.571 -7.501
C 1.422 0.820 -7.267
C 1.696 0.337 -5.995
C 0.831 0.626 -4.950
H -2.917 0.333 -4.937
H -3.734 1.460 -3.848
H -5.278 -2.228 -3.920
H -7.710 -2.381 -3.500
H -8.796 -0.821 -1.926
H -7.454 0.901 -0.755
H -4.997 0.984 -1.111
H -2.809 -2.761 -1.133
H -1.721 -4.949 -1.556
H -0.790 -5.444 -3.795
H -0.980 -3.783 -5.614
H -2.040 -1.606 -5.193
H -3.615 3.215 -5.110
H -4.371 5.536 -4.889
H -3.055 7.158 -3.570
H -0.939 6.452 -2.500
H -0.236 4.077 -2.629
H -1.490 2.435 -6.641
H 0.071 1.945 -8.495
H 2.110 0.622 -8.079
H 2.583 -0.256 -5.817
H 1.032 0.288 -3.941
C 4.412 0.353 1.998
P 2.666 -0.176 1.555
C 1.669 0.546 2.909
C 1.859 1.887 3.244
C 0.959 2.555 4.060
C -0.158 1.895 4.551
C -0.363 0.561 4.229
C 0.534 -0.104 3.407
C 2.861 -1.943 2.026
C 3.281 -2.778 0.991
C 3.521 -4.124 1.218
C 3.320 -4.654 2.484
C 2.889 -3.833 3.515
C 2.672 -2.481 3.295
P 5.083 -0.122 3.683
C 4.808 1.457 4.584
C 5.290 2.689 4.141
C 4.986 3.849 4.834
C 4.198 3.793 5.977
C 3.721 2.574 6.430
C 4.028 1.412 5.735
C 6.880 -0.012 3.297
C 7.783 0.706 4.078
C 9.141 0.683 3.790
C 9.619 -0.071 2.730
C 8.736 -0.833 1.979
C 7.382 -0.814 2.269
H 4.537 1.423 1.822
H 5.026 -0.174 1.265
H 2.718 2.419 2.855
H 1.127 3.598 4.298
H -0.864 2.420 5.181
H -1.231 0.038 4.611
H 0.347 -1.146 3.167
H 3.412 -2.365 -0.004
H 3.846 -4.766 0.409
H 3.505 -5.705 2.667
H 2.707 -4.256 4.496
H 2.354 -1.849 4.113
H 5.909 2.737 3.253
H 5.364 4.802 4.483
H 3.960 4.703 6.514
H 3.107 2.529 7.320
H 3.652 0.456 6.081
H 7.428 1.289 4.918
H 9.829 1.255 4.400
H 10.677 -0.079 2.500
H 9.105 -1.452 1.171
H 6.705 -1.440 1.697
C 3.634 0.582 -2.304
C 3.341 2.053 -2.085
O 2.474 2.203 -0.982
C 2.108 3.545 -0.792
C 0.883 3.667 0.097
H 4.209 0.444 -3.220
H 2.699 0.024 -2.369
H 4.202 0.184 -1.465
H 2.869 2.480 -2.983
H 4.275 2.609 -1.912
H 1.892 3.996 -1.773
H 2.951 4.103 -0.356
H 0.045 3.125 -0.341
H 0.625 4.725 0.176
H 1.059 3.268 1.092
```

Here are the Löwdin charges for atoms 1 to 99, given in e:
1 Tl 0.874
2 C -0.062
3 C -0.559
4 C -0.066
5 C -0.047
6 C -0.195
7 C -0.093
8 C -0.508
9 Br 0.792
10 C -0.461
11 O -0.292
12 C -0.094
13 C 0.010
14 C -0.528
15 C -0.070
16 C -0.043
17 C -0.038
18 H 0.079
19 H 0.069
20 H 0.091
21 H 0.079
22 H 0.091
23 H 0.076
24 H 0.081
25 H 0.084
26 H 0.080
27 H 0.094
28 H 0.088
29 H 0.086
30 H 0.081
31 H 0.081
32 H 0.094
33 H 0.057
34 H 0.077
35 H 0.082
36 H 0.077
37 H 0.073
38 O -0.378
39 P 0.736
40 C -0.263
41 P 0.729
42 O -0.460
43 C -0.274
44 C -0.068
45 C -0.079
46 C -0.082
47 C -0.075
48 C -0.077
49 C -0.267
50 C -0.071
51 C -0.072
52 C -0.072
53 C -0.080
54 C -0.079
55 C -0.260
56 C -0.094
57 C -0.079
58 C -0.077
59 C -0.065
60 C -0.063
61 C -0.273
62 C -0.077
63 C -0.081
64 C -0.080
65 C -0.070
66 C -0.073
67 H 0.062
68 H 0.052
69 H 0.108
70 H 0.104
71 H 0.105
72 H 0.107
73 H 0.113
74 H 0.099
75 H 0.106
76 H 0.105
77 H 0.104
78 H 0.094
79 H 0.101
80 H 0.105
81 H 0.105
82 H 0.107
83 H 0.085
84 H 0.104
85 H 0.104
86 H 0.104
87 H 0.105
88 H 0.092
89 C -0.487
90 P 1.004
91 C -0.418
92 C -0.131
93 C -0.084
94 C -0.078
95 C -0.067
96 C -0.164
97 C -0.459
98 C -0.162
99 C -0.097

A 9-piece molecular cluster, C69H115F4N5O5 overall in a non-equilibrium geometry. Source: the OMol25 dataset; level of theory: the ωB97M-V functional and the def2-TZVPD basis.

highest occupied orbital energy: -8.30 eV
E_tot: -101968.245 eV
frontier orbital gap: 8.86 eV
LUMO energy: 0.6 eV
net charge: 0
SMILES: CC1(C)CCCC(C)(C)N1O.CC1(C)CCCC(C)(C)N1O.CC1(C)CCCC(C)(C)N1O.CC1(C)CCCC(C)(C)N1O.CC1(C)CCCC(C)(C)N1O.Fc1ccccc1.Fc1ccccc1.Fc1ccccc1.Fc1ccccc1

XYZ file:
```
198
C69H115F4N5O5, DFT the ωB97M-V functional and the def2-TZVPD basis
F -1.994 2.078 -8.338
C -1.850 1.387 -7.187
C -0.628 1.280 -6.592
C -0.520 0.518 -5.445
C -1.622 -0.167 -4.956
C -2.838 -0.012 -5.566
C -2.968 0.710 -6.731
H 0.270 1.796 -6.946
H 0.432 0.458 -4.927
H -1.630 -0.738 -3.995
H -3.764 -0.486 -5.116
H -3.892 0.860 -7.228
F 1.987 -3.713 -3.659
C 0.800 -4.129 -4.145
C 0.344 -3.762 -5.417
C -0.965 -4.157 -5.753
C -1.740 -4.918 -4.917
C -1.297 -5.332 -3.700
C -0.051 -4.910 -3.261
H 0.879 -3.066 -6.097
H -1.313 -3.930 -6.729
H -2.690 -5.306 -5.311
H -1.986 -5.959 -3.148
H 0.346 -5.121 -2.269
F -0.445 -1.251 3.573
C -0.804 -0.865 4.842
C -1.998 -1.324 5.334
C -2.392 -0.926 6.605
C -1.616 0.032 7.336
C -0.488 0.513 6.751
C -0.027 0.032 5.504
H -2.667 -2.006 4.859
H -3.320 -1.332 7.010
H -1.909 0.430 8.302
H 0.151 1.167 7.340
H 0.883 0.369 5.132
F -1.062 2.096 -0.383
C -0.555 0.857 -0.425
C -0.117 0.369 -1.674
C 0.563 -0.840 -1.723
C 0.572 -1.662 -0.586
C 0.046 -1.188 0.618
C -0.480 0.118 0.759
H -0.282 0.918 -2.578
H 0.882 -1.388 -2.707
H 0.822 -2.690 -0.700
H 0.035 -1.821 1.545
H -0.878 0.481 1.704
C 1.078 7.406 0.811
C 1.764 6.021 0.888
C 3.087 6.219 1.607
C 2.852 6.360 3.076
C 2.065 5.154 3.659
C 0.674 5.088 2.968
N 0.946 4.956 1.531
O -0.352 4.947 0.930
C 0.129 3.741 3.513
C -0.228 6.245 3.477
C 1.948 5.490 -0.628
H 1.276 8.146 1.595
H -0.015 7.309 0.769
H 1.306 7.960 -0.089
H 3.846 5.415 1.449
H 3.573 7.115 1.238
H 2.131 7.157 3.267
H 3.805 6.522 3.614
H 1.916 5.211 4.738
H 2.634 4.227 3.488
H 0.281 3.707 4.641
H -0.979 3.600 3.225
H 0.782 2.940 3.116
H 0.100 6.587 4.448
H -0.352 7.041 2.784
H -1.189 5.768 3.555
H 2.475 4.552 -0.701
H 2.592 6.224 -1.110
H 1.015 5.443 -1.111
H -0.399 4.097 0.421
C -5.186 -4.459 3.831
C -3.958 -5.377 3.540
C -4.430 -6.682 2.964
C -3.249 -7.522 2.411
C -2.603 -6.718 1.290
C -2.121 -5.379 1.842
N -3.260 -4.694 2.440
O -2.751 -3.500 3.059
C -0.828 -5.517 2.628
C -1.713 -4.610 0.607
C -3.221 -5.612 4.845
H -5.788 -4.257 2.911
H -4.901 -3.494 4.278
H -5.900 -4.952 4.484
H -5.040 -7.227 3.661
H -5.032 -6.554 2.035
H -3.656 -8.466 2.117
H -2.538 -7.755 3.230
H -3.297 -6.436 0.517
H -1.757 -7.194 0.753
H -0.808 -6.150 3.504
H -0.097 -5.997 1.896
H -0.373 -4.521 2.828
H -1.083 -5.182 -0.083
H -2.554 -4.329 -0.087
H -1.176 -3.738 0.756
H -2.299 -6.169 4.681
H -3.791 -6.255 5.484
H -2.919 -4.728 5.407
H -3.018 -2.821 2.420
C 1.752 3.484 -4.651
C 3.097 2.656 -4.710
C 3.377 1.963 -3.390
C 4.482 0.954 -3.414
C 4.135 -0.176 -4.427
C 3.912 0.473 -5.801
N 2.860 1.521 -5.730
O 2.750 2.051 -6.991
C 5.215 0.947 -6.472
C 3.378 -0.634 -6.641
C 4.211 3.668 -5.060
H 1.924 4.274 -3.835
H 0.937 2.762 -4.504
H 1.666 3.948 -5.652
H 3.524 2.755 -2.684
H 2.507 1.453 -3.024
H 4.590 0.532 -2.405
H 5.479 1.344 -3.670
H 3.209 -0.707 -4.068
H 4.883 -0.938 -4.457
H 5.123 1.194 -7.503
H 5.609 1.857 -5.923
H 5.938 0.161 -6.482
H 3.364 -0.285 -7.698
H 4.020 -1.535 -6.560
H 2.291 -0.820 -6.408
H 4.165 3.930 -6.140
H 5.188 3.335 -4.769
H 3.936 4.570 -4.508
H 3.576 2.474 -7.288
C -6.841 1.998 0.769
C -5.426 1.514 1.150
C -5.341 0.449 2.307
C -5.719 -0.955 1.794
C -4.895 -1.403 0.657
C -4.879 -0.360 -0.488
N -4.493 0.967 0.072
O -4.483 1.855 -0.998
C -3.778 -0.818 -1.471
C -6.278 -0.335 -1.203
C -4.673 2.736 1.667
H -7.410 2.356 1.653
H -7.554 1.339 0.364
H -6.780 2.832 0.092
H -4.312 0.389 2.664
H -6.101 0.690 3.064
H -6.785 -0.990 1.548
H -5.523 -1.664 2.608
H -5.361 -2.281 0.226
H -3.792 -1.566 1.000
H -2.791 -0.524 -1.081
H -3.680 -1.881 -1.538
H -3.830 -0.378 -2.458
H -6.388 0.555 -1.821
H -6.242 -1.159 -1.965
H -7.121 -0.539 -0.501
H -3.614 2.437 1.937
H -5.063 3.151 2.584
H -4.596 3.601 0.987
H -3.608 2.169 -1.165
C 2.806 0.544 2.875
C 4.029 0.932 2.009
C 5.252 1.204 2.912
C 5.838 -0.043 3.599
C 6.299 -0.996 2.607
C 5.119 -1.444 1.687
N 4.486 -0.185 1.154
O 3.569 -0.574 0.155
C 5.724 -2.152 0.447
C 4.222 -2.401 2.463
C 3.761 2.164 1.180
H 2.336 1.451 3.255
H 3.072 -0.086 3.784
H 2.023 -0.065 2.358
H 6.037 1.681 2.322
H 4.923 2.010 3.580
H 5.055 -0.497 4.267
H 6.703 0.274 4.278
H 6.752 -1.865 3.090
H 7.041 -0.499 1.941
H 5.009 -2.785 -0.034
H 6.108 -1.441 -0.282
H 6.505 -2.842 0.723
H 4.696 -3.352 2.306
H 4.143 -2.189 3.528
H 3.235 -2.457 2.079
H 4.415 2.934 1.517
H 2.767 2.470 1.359
H 3.953 1.831 0.208
H 2.746 -0.839 0.620
```

Here are the Löwdin charges for atoms 1 to 99, given in e:
1 F 0.055
2 C -0.279
3 C -0.010
4 C -0.096
5 C -0.112
6 C -0.103
7 C -0.016
8 H 0.112
9 H 0.084
10 H 0.105
11 H 0.124
12 H 0.108
13 F 0.039
14 C -0.257
15 C -0.004
16 C -0.088
17 C -0.125
18 C -0.104
19 C -0.003
20 H 0.117
21 H 0.096
22 H 0.114
23 H 0.106
24 H 0.100
25 F 0.020
26 C -0.254
27 C -0.017
28 C -0.051
29 C -0.087
30 C -0.088
31 C 0.001
32 H 0.087
33 H 0.105
34 H 0.101
35 H 0.108
36 H 0.080
37 F 0.056
38 C -0.276
39 C -0.023
40 C -0.067
41 C -0.102
42 C -0.102
43 C 0.001
44 H 0.091
45 H 0.134
46 H 0.091
47 H 0.100
48 H 0.114
49 C -0.047
50 C -0.450
51 C -0.159
52 C -0.179
53 C -0.144
54 C -0.515
55 N -0.073
56 O -0.043
57 C -0.046
58 C -0.007
59 C -0.006
60 H 0.081
61 H 0.079
62 H 0.075
63 H 0.124
64 H 0.119
65 H 0.094
66 H 0.121
67 H 0.111
68 H 0.105
69 H 0.100
70 H 0.101
71 H 0.054
72 H 0.087
73 H 0.048
74 H 0.069
75 H 0.060
76 H 0.077
77 H 0.054
78 H 0.102
79 C -0.031
80 C -0.525
81 C -0.140
82 C -0.155
83 C -0.138
84 C -0.545
85 N -0.048
86 O -0.057
87 C -0.024
88 C -0.055
89 C -0.017
90 H 0.093
91 H 0.069
92 H 0.077
93 H 0.115
94 H 0.133
95 H 0.098
96 H 0.112
97 H 0.110
98 H 0.130
99 H 0.060

Q: Which of these has the lowest LUMO energy?
A: C68H74BrO4P4Tl